{"formula": "C52H39F15GeN3O5RuS2Si", "method": "the ωB97M-V functional and the def2-TZVPD basis", "multiplicity": 6, "gap_ev": [8.16, 6.34], "relative_energy_ev": 1.240, "s_squared": 8.763, "max_force_ha_per_bohr": 0.0764, "lumo_ev": [-0.162, -1.974], "species": ["C", "C", "C", "C", "H", "N", "F", "H", "C", "H", "C", "O", "O", "S", "H", "H", "C", "C", "H", "F", "F", "H", "H", "H", "F", "C", "C", "O", "C", "H", "C", "H", "C", "F", "C", "F", "C", "C", "C", "F", "C", "S", "H", "C", "C", "Ge", "C", "H", "C", "C", "H", "C", "N", "O", "H", "H", "H", "H", "Si", "C", "C", "F", "H", "H", "F", "F", "C", "H", "C", "C", "C", "H", "H", "N", "H", "C", "H", "H", "O", "H", "C", "Ru", "F", "C", "H", "C", "H", "H", "C", "F", "C", "H", "H", "H", "C", "C", "C", "C", "F", "H", "H", "C", "C", "H", "H", "C", "C", "C", "C", "C", "F", "H", "C", "C", "H", "C", "F", "C", "C"], "positions_angstrom": [[4.75360, 2.28113, 1.78284], [2.47556, 2.95607, 3.82112], [-4.43016, -2.76399, 0.17833], [-0.10459, -5.56705, 1.59100], [1.68594, 0.84259, -2.19549], [-0.14648, -3.35883, 0.70129], [-6.03771, -0.16362, -1.68594], [1.11662, 6.79867, -1.52371], [-1.39952, -2.51189, -3.83648], [-3.66701, 3.09759, 1.19218], [2.57605, -1.36115, -3.58703], [-1.30364, -0.34801, 2.67006], [2.08700, 1.30677, 1.55804], [-0.97911, 2.18085, 1.30295], [3.79007, 1.93376, -1.08531], [-3.43244, -1.27652, 3.34026], [2.84862, 0.11931, -3.89063], [3.30517, 3.69315, 4.65357], [4.25527, -1.51716, -2.43840], [-2.88874, -6.30933, -3.66530], [-4.82812, 2.81874, -6.07038], [3.87558, 0.22692, -4.25385], [0.77475, -2.96035, 0.45409], [2.60905, 2.06748, -3.05281], [-7.61766, -2.82197, 1.87721], [-6.65526, -2.50069, 1.01313], [-4.49300, -0.22391, -4.14882], [1.58294, -1.38377, -0.85491], [6.83604, 2.67655, 0.63892], [0.95750, -5.71508, 1.78093], [2.73215, -1.15507, -1.21606], [0.68945, 1.79653, 3.69089], [1.29926, 2.42317, 4.33237], [-2.19229, 1.80039, -2.29208], [2.94834, 3.91923, 5.97230], [-2.99665, 3.58709, -4.20588], [-5.41534, -3.12951, 1.07900], [2.37914, 6.31929, 0.13785], [-0.69251, -4.64825, 2.65961], [-5.17297, -4.05389, 2.01205], [1.09056, -2.72157, 2.75682], [-1.43416, -0.83310, -0.41798], [-0.26937, -4.84483, 3.64388], [3.77669, 0.98555, -1.62243], [3.62629, -0.14756, -0.57393], [-3.00832, -1.21197, -1.83868], [1.47744, 6.01804, -0.86911], [4.73304, 0.89493, -2.14378], [5.49407, 2.96037, 0.82693], [6.71989, 1.01836, 2.36610], [3.15001, 0.21994, 0.33716], [-3.67580, 2.12725, 1.66191], [3.26249, -1.71139, -2.35461], [1.66186, -3.36768, 3.60647], [0.32486, 4.46982, -1.80818], [2.72832, 7.33467, 0.26557], [3.51751, 5.57079, 1.78447], [4.80687, 0.77720, 3.29443], [2.88118, 2.58118, 1.99869], [2.82584, 5.32447, 0.99186], [-1.30188, -4.79448, -4.53625], [0.25584, -3.22072, -5.37553], [8.49898, 1.48076, 1.26598], [0.00999, 2.24778, 6.02598], [-0.73724, -5.76750, -5.25073], [-4.95983, -1.48103, -4.11273], [7.44990, 1.70081, 1.40639], [7.40073, 3.21652, -0.10911], [-3.48961, 2.34674, -4.18452], [-2.47904, -2.75684, -3.00645], [1.50238, 3.72370, -0.19122], [4.59531, -0.57060, -0.31742], [1.47729, 3.59277, 7.49105], [-2.42081, 0.27102, 2.46302], [5.02106, 3.72237, 0.22426], [-4.78604, 0.27431, 2.67811], [2.18658, 0.43465, -4.69752], [7.19258, 0.25548, 2.96957], [1.47095, -1.67740, 2.17097], [-1.77654, -4.75564, 2.70953], [-2.44500, 1.48857, 1.84257], [0.41967, 0.03184, 1.01951], [-3.22674, -3.36348, 0.24162], [5.37945, 1.30964, 2.55120], [3.60395, 4.48824, 6.61600], [-3.08224, 1.43487, -3.21579], [0.37299, -5.04702, -0.49019], [-1.03839, -2.49366, 2.43630], [-0.79571, -3.49743, -4.59839], [-4.02610, -4.32385, -2.19841], [-3.56371, -0.31780, 2.86215], [-5.79210, 2.02084, 1.92210], [-5.68037, -0.22714, 3.01155], [1.16563, 2.69866, -0.31840], [1.75775, 3.41186, 6.46397], [-4.93221, 0.65819, -5.12543], [-4.84444, 1.53036, 2.07051], [-2.97115, -4.04865, -2.97376], [-8.05388, -0.89977, -0.00925], [2.93687, -2.00096, -4.39427], [4.24377, 4.07650, 4.27718], [-4.61388, -1.78733, -0.78322], [-2.39978, -5.06878, -3.72496], [-1.34080, -4.90653, -0.05152], [-0.59512, -6.53775, 1.55376], [-4.42279, 1.95522, -5.14021], [0.93331, 2.65925, 5.64459], [-3.57858, 0.14754, -3.18311], [2.38498, 4.01713, 0.83901], [-5.84369, -1.15967, -0.80984], [-5.82379, 0.27982, -6.04328], [1.51273, -1.53653, -3.43619], [2.65053, 1.04432, -2.67490], [-6.87190, -1.51471, 0.05471], [-0.82230, -2.71883, 0.22069], [-0.30154, -3.25879, 2.18485], [-0.93793, -1.24809, -3.87787], [1.03664, 4.71567, -1.03396], [-0.31888, -4.77416, 0.30485]], "forces_ev_per_angstrom": [[-1.0, 0.3, 0.1], [0.3, -0.3, -1.1], [-0.1, 0.2, -0.1], [-0.1, 0.1, 0.0], [-0.1, 0.1, -0.1], [0.1, 0.5, -0.3], [-0.4, -0.1, 0.2], [0.0, 0.1, 0.0], [-0.2, 0.0, 0.2], [0.0, 0.0, -0.1], [-0.1, 0.3, -0.4], [1.6, -0.4, -0.2], [-2.5, -2.8, -1.2], [0.5, -0.3, -0.1], [0.1, 0.0, 0.0], [0.1, 0.0, 0.0], [-0.3, -0.2, 0.1], [0.0, 0.1, 0.1], [-0.2, 0.1, 0.1], [0.1, 0.1, 0.0], [0.1, -0.2, 0.2], [0.0, 0.0, 0.0], [-0.3, -0.2, -0.1], [-0.1, 0.0, 0.1], [0.2, 0.0, -0.2], [0.2, 0.1, -0.2], [0.1, 0.2, 0.0], [-0.5, 0.2, 0.2], [0.1, 0.0, -0.1], [0.1, 0.0, 0.0], [1.1, -0.1, 0.2], [-0.1, 0.1, 0.1], [-0.1, -0.1, 0.0], [0.0, 0.3, -0.1], [0.1, 0.1, 0.1], [-0.1, -0.1, 0.0], [0.1, 0.0, 0.0], [0.1, 0.2, 0.1], [0.1, 0.0, -0.1], [-0.1, 0.0, 0.0], [-1.4, -1.6, 0.0], [-0.3, 0.2, -0.3], [0.0, 0.1, 0.0], [-0.1, 0.1, 0.0], [-0.2, 0.1, 0.2], [-0.7, -0.4, -0.6], [-0.1, 0.0, -0.1], [0.0, 0.1, 0.0], [0.1, 0.1, 0.0], [0.0, -0.2, 0.1], [0.3, -0.1, -0.2], [-0.2, -0.2, 0.1], [0.2, -0.5, 0.2], [0.2, -0.1, 0.3], [-0.1, 0.0, -0.1], [0.0, 0.1, 0.0], [0.1, 0.1, 0.1], [-0.1, -0.2, 0.2], [1.1, 1.9, 0.7], [-0.1, 0.1, -0.1], [-0.1, 0.2, 0.1], [-0.1, -0.1, 0.1], [0.1, 0.0, 0.0], [-0.1, 0.0, 0.1], [-0.1, 0.2, 0.1], [-0.3, 0.1, -0.2], [0.1, 0.0, 0.0], [0.1, 0.0, 0.0], [0.0, 0.0, 0.0], [0.2, 0.2, 0.3], [0.0, -0.1, -0.1], [0.1, -0.1, 0.0], [0.0, 0.0, 0.1], [-0.9, 0.9, -0.4], [0.0, 0.1, -0.1], [0.1, 0.1, -0.1], [0.0, 0.0, -0.1], [0.1, 0.0, 0.0], [0.0, 2.1, -1.2], [-0.1, 0.0, 0.0], [0.2, -0.2, -0.1], [0.8, 0.9, 1.7], [-0.1, -0.3, 0.3], [0.1, -0.1, 0.0], [0.0, 0.0, 0.1], [-0.1, -0.1, -0.1], [0.0, 0.2, 0.0], [0.0, -0.1, -0.3], [0.0, 0.0, 0.0], [0.0, -0.3, -0.1], [-0.4, -0.2, 0.1], [-0.1, 0.1, 0.0], [0.0, -0.1, 0.1], [0.0, 0.1, -0.1], [0.0, 0.0, 0.1], [0.1, -0.1, 0.1], [0.2, -0.1, 0.0], [0.2, 0.3, -0.1], [0.1, 0.0, 0.1], [-0.2, 0.0, 0.0], [0.1, 0.1, 0.0], [0.5, 0.3, 0.0], [0.0, 0.0, 0.0], [0.0, 0.1, 0.0], [0.1, 0.0, -0.1], [0.1, -0.1, 0.2], [-0.1, -0.1, 0.0], [0.3, -0.2, 0.5], [0.3, -0.8, 0.6], [0.2, -0.1, 0.0], [0.1, 0.1, 0.1], [0.0, 0.0, -0.1], [0.2, 0.1, -0.2], [0.0, 0.0, 0.0], [0.2, -0.2, 0.0], [0.5, 0.3, 1.3], [0.3, -0.2, -0.2], [-0.1, 0.0, -0.2], [0.0, -0.8, -0.1]]}

---

{"formula": "C52H42Cl2N7ReS3Sb", "method": "the ωB97M-V functional and the def2-TZVPD basis", "multiplicity": 4, "gap_ev": [5.50, 6.02], "relative_energy_ev": 0.306, "s_squared": 3.819, "max_force_ha_per_bohr": 0.0380, "lumo_ev": [-0.019, -0.253], "species": ["C", "H", "C", "C", "C", "C", "Sb", "C", "N", "C", "S", "Cl", "C", "C", "C", "N", "C", "C", "H", "C", "C", "N", "C", "C", "C", "C", "S", "N", "C", "C", "H", "C", "H", "C", "H", "H", "H", "H", "C", "N", "C", "C", "C", "H", "C", "C", "H", "H", "H", "H", "H", "Cl", "C", "C", "H", "C", "H", "H", "H", "H", "C", "C", "C", "H", "S", "H", "H", "C", "H", "H", "C", "H", "C", "N", "N", "C", "C", "C", "H", "H", "C", "H", "H", "H", "C", "H", "H", "H", "H", "H", "C", "H", "C", "H", "C", "H", "C", "C", "C", "C", "C", "C", "C", "Re", "H", "H", "H", "H"], "positions_angstrom": [[-1.34660, 2.00780, -3.07120], [6.64850, 3.21290, 0.64670], [3.68250, -3.28030, -5.76460], [3.74940, -4.57940, 1.12810], [6.45410, -0.67540, -5.24450], [0.39570, -2.09490, -2.50060], [2.05970, -0.56780, 1.75040], [3.65130, 2.05900, 1.68850], [-0.88100, 0.76540, 2.93210], [-4.25600, -2.90570, 1.11480], [-1.07890, 3.48850, 2.82620], [-0.05850, -2.74950, 2.78530], [4.14370, -4.57910, -0.19800], [-1.18140, 3.12220, -1.13870], [2.96710, -3.60300, -4.63040], [-1.17010, 1.89790, -1.78070], [1.04660, -3.16540, -3.08910], [-3.89100, -3.75080, 2.16030], [-1.14340, 0.81070, 3.90070], [5.84980, 2.51570, 0.85320], [1.39480, -6.80590, -2.27870], [3.95900, 0.93910, -2.30070], [5.81520, -0.45800, -2.94160], [3.33390, -2.33510, -0.43210], [1.36350, -1.90120, -5.17890], [4.67470, 2.95530, 1.43980], [-1.49240, 3.66400, -3.61220], [1.92980, 0.48460, -3.34730], [-1.13410, 4.10280, 1.20500], [-1.98700, -1.96560, 1.07990], [1.46770, -5.65430, -4.06550], [3.97330, -0.87290, 6.29180], [3.81240, -2.03670, -7.51190], [2.83670, -0.86620, 3.75310], [0.96030, 0.25550, -3.13760], [0.48890, -3.51660, -0.49180], [3.12910, -1.47430, -1.05600], [-5.25760, -2.92940, 0.71130], [3.24700, -2.27900, -6.62270], [-1.15530, -1.09370, 0.57190], [4.76800, -1.06610, 5.17450], [2.97290, -2.31770, 0.90530], [3.93580, -3.45450, -0.97790], [4.41720, -0.85090, 7.27630], [1.05570, -4.41040, -2.36020], [-2.59750, -3.71960, 2.66770], [7.10640, -1.08640, -5.99930], [0.97840, -0.55300, 4.76450], [-1.33100, 5.22640, -1.72430], [1.74500, -0.79690, -6.96530], [5.95860, -0.69640, -1.89960], [-3.71010, -0.95720, -0.69660], [-1.32140, 4.18640, -1.96810], [-1.09140, 3.08410, 0.30450], [7.43780, -1.65850, -3.61930], [5.43960, 0.19480, -5.60540], [3.33600, -4.36540, -3.95950], [4.81830, -1.22040, 3.04670], [5.08110, -0.75870, 0.51940], [2.38740, -0.18040, -3.96010], [4.19620, -1.06630, 3.91630], [-0.09410, -1.14820, -1.88490], [5.99500, 1.17770, 0.52920], [-4.60970, -4.43790, 2.57580], [1.82040, 1.70590, -1.02530], [4.59890, -3.81300, -5.98150], [-1.19620, 5.15570, 1.02800], [2.08320, -1.58990, -6.31380], [4.55270, 3.99960, 1.69140], [5.30520, 0.48080, -6.63790], [-1.67240, -2.84670, 2.15000], [-1.76150, 1.07660, -4.82840], [-3.32890, -2.04360, 0.58960], [-1.00650, 1.83360, 0.86390], [-1.34100, 0.95950, -3.92170], [-1.00110, 1.86330, 2.16350], [3.77520, 0.71900, 1.35370], [4.96010, 0.28640, 0.77780], [5.83450, -1.20880, 5.28290], [-2.31360, -4.37460, 3.47480], [1.33520, -5.62900, -2.99410], [-1.00590, -0.11850, 2.43820], [3.82280, 1.42570, -4.93260], [4.23740, -3.45030, -2.01560], [3.17500, -3.44790, 1.67710], [4.40120, 1.16190, -1.41360], [4.61120, -5.45520, -0.62240], [1.21960, -7.72990, -0.35220], [0.44040, -1.38010, -4.96090], [6.91620, 0.82790, 0.07990], [1.77860, -2.92560, -4.30700], [1.63710, -7.72770, -2.79080], [4.59820, 0.72890, -4.64630], [2.87780, -3.44080, 2.71620], [1.15280, -6.80910, -0.91360], [2.72950, 2.40890, 2.13540], [2.04590, -0.69330, 4.87620], [6.64010, -0.99440, -3.91030], [2.61450, 0.98020, -2.30930], [0.75400, -4.44150, -0.98620], [0.80890, -5.62260, -0.27860], [2.60840, -0.70310, 6.14240], [4.77780, 0.39380, -3.30740], [-0.61430, 0.25870, -0.51720], [-1.40290, 0.04020, -3.48250], [3.90020, -5.45820, 1.73750], [1.98420, -0.56820, 7.01590], [0.58390, -5.62970, 0.78030]], "forces_ev_per_angstrom": [[0.0, 0.3, -0.4], [0.1, 0.1, 0.0], [0.1, 0.0, -0.2], [0.1, -0.1, 0.0], [0.0, 0.1, -0.1], [0.0, -0.4, -0.5], [0.8, 0.4, -0.1], [0.0, 0.1, 0.1], [-0.2, 0.0, 0.0], [0.0, -0.1, 0.1], [0.0, -0.5, -0.6], [-0.1, -0.3, 0.3], [0.1, 0.0, 0.0], [-0.1, 1.0, -0.8], [-0.2, 0.1, 0.1], [-0.4, -0.3, 0.1], [-0.4, 0.5, 0.5], [0.0, 0.0, 0.0], [0.0, 0.0, 0.0], [0.1, 0.1, -0.1], [0.1, -0.2, 0.1], [-0.1, 0.1, 0.2], [-0.2, 0.1, 0.0], [-0.1, 0.1, -0.1], [-0.1, -0.3, 0.0], [-0.1, 0.1, 0.1], [0.1, -0.5, 0.4], [0.4, 0.0, 0.1], [0.0, -0.5, -0.2], [-0.8, -0.6, 0.1], [0.1, 0.0, -0.1], [0.0, 0.0, 0.1], [0.0, 0.0, 0.0], [-0.3, 0.0, -0.5], [0.3, 0.0, -0.1], [0.0, 0.1, 0.1], [0.0, 0.1, -0.1], [-0.1, 0.0, 0.0], [0.1, -0.1, 0.0], [0.4, 1.3, -0.1], [0.2, 0.0, 0.0], [-0.3, 0.4, 0.2], [0.1, 0.0, -0.1], [0.0, 0.0, 0.1], [0.0, -0.7, 0.2], [-0.1, -0.1, 0.1], [0.1, -0.1, -0.1], [-0.1, 0.0, 0.0], [-0.1, 0.3, 0.1], [-0.1, 0.1, -0.1], [0.0, -0.1, 0.2], [-0.5, 0.0, -0.2], [0.0, -0.5, 0.2], [-0.1, 1.2, 0.9], [0.1, -0.1, 0.0], [0.0, 0.0, 0.0], [0.0, 0.0, 0.0], [0.1, 0.0, -0.1], [0.1, 0.0, 0.0], [0.0, 0.0, 0.0], [0.3, -0.1, 0.0], [-0.2, 0.6, 0.3], [0.2, 0.0, -0.1], [-0.1, -0.1, 0.0], [-0.9, 0.1, 0.7], [0.1, 0.0, 0.0], [0.0, 0.2, -0.1], [0.1, 0.1, -0.1], [0.0, 0.1, 0.0], [0.0, 0.0, -0.1], [-0.2, 0.3, -0.5], [0.1, 0.0, 0.0], [0.5, 0.0, 0.3], [0.1, 0.0, 0.0], [-0.1, -0.1, 0.2], [0.0, 0.4, 0.9], [-0.3, -0.4, 0.0], [0.0, -0.2, 0.0], [0.1, 0.0, 0.0], [0.1, -0.1, 0.1], [-0.1, 0.2, 0.0], [0.1, 0.1, 0.0], [0.0, 0.0, 0.0], [0.0, 0.0, -0.1], [0.0, -0.1, 0.2], [-0.1, 0.0, -0.1], [0.0, -0.1, -0.1], [0.0, -0.1, 0.0], [0.0, 0.0, 0.0], [0.0, 0.0, 0.0], [0.3, 0.2, -0.5], [0.0, -0.1, 0.0], [0.0, 0.1, 0.1], [0.0, -0.1, 0.1], [0.0, -0.1, 0.0], [-0.1, 0.1, 0.0], [-0.2, 0.0, 0.0], [0.1, 0.0, 0.0], [-0.1, -0.2, -0.6], [0.0, 0.1, -0.2], [-0.1, -0.1, 0.1], [0.0, 0.0, 0.2], [0.3, -0.2, -0.4], [1.3, -1.4, -0.5], [0.1, 0.1, 0.0], [0.0, -0.1, 0.1], [0.0, 0.0, 0.0], [0.0, 0.1, 0.0]]}